A 16-piece molecular cluster, C46H131N7O16 overall in a non-equilibrium geometry. Source: OMol25; level of theory: ωB97M-V/def2-TZVPD.

Properties
total energy	-3417.99609	Eh
energy relative to the best compared isomer or geometry (same formula, charge and spin)	60.4	kcal per mole
F_max	3.5	eV Å⁻¹

The geometry in ORCA input format:
```
! wB97M-V def2-TZVPD RIJCOSX def2/J DEFGRID3
* xyz 0 1
C 0.99046 4.05330 4.83594
C 1.22600 2.90934 5.75784
C 0.66555 1.61674 5.18423
O -0.68196 1.73494 4.89715
C -1.26762 0.51435 4.69613
N 2.68739 2.68809 5.94457
H 1.55857 3.96557 3.89919
H 1.26848 4.98954 5.34924
H -0.07372 4.09515 4.58661
H 0.81631 3.19714 6.74557
H 0.85396 0.72312 5.70055
H 1.28762 1.37840 4.20933
H -0.46705 -0.30264 4.62650
H -1.98079 0.48894 3.85293
H -1.90907 0.34484 5.54904
H 2.75798 1.98268 6.61797
H 3.05112 3.54939 6.33547
C 5.44807 1.21563 1.76172
C 4.16601 1.51412 1.02791
C 3.61493 0.32232 0.33386
O 2.52562 0.57537 -0.56410
C 2.96732 1.55432 -1.47059
N 3.16244 2.11422 1.98500
H 6.10434 2.09785 2.02055
H 6.09026 0.52680 1.19888
H 5.24985 0.73832 2.70817
H 4.40424 2.37162 0.36642
H 3.32693 -0.40118 1.09981
H 4.45434 -0.07856 -0.22501
H 4.00156 1.47304 -1.78291
H 2.76205 2.50722 -1.13301
H 2.39290 1.34257 -2.38095
H 2.23575 2.14782 1.50687
H 3.13693 1.53885 2.75684
C -0.42615 2.55966 -7.68302
C 0.59388 2.63918 -6.53710
C 1.95329 3.16968 -6.92477
O 2.76330 2.98362 -5.81850
C 4.14858 3.14319 -6.14243
N 0.07274 3.35068 -5.42314
H -1.04407 1.65373 -7.56045
H 0.13875 2.37325 -8.58813
H -0.97516 3.49552 -7.76623
H 0.92187 1.64005 -6.27496
H 2.08442 4.22478 -7.27727
H 2.26338 2.58119 -7.79623
H 4.61028 3.25300 -5.19712
H 4.15097 4.16256 -6.61620
H 4.51639 2.33961 -6.74594
H 0.77230 3.76407 -4.79614
H -0.72540 3.98397 -5.46774
C 4.14253 -2.85095 3.42412
C 2.85870 -2.15181 3.82333
C 2.20908 -2.84933 5.06636
O 1.27889 -2.04395 5.76411
C 1.31947 -2.28514 7.14536
N 3.08609 -0.79907 4.10683
H 4.93801 -2.89377 4.19606
H 4.61946 -2.45484 2.52796
H 3.87044 -3.92334 3.19224
H 2.14437 -2.24327 2.93585
H 3.00397 -3.15525 5.82983
H 1.67234 -3.74141 4.74525
H 0.47273 -1.65036 7.45081
H 2.23545 -1.88213 7.56941
H 1.33729 -3.33474 7.45187
H 2.36099 -0.32772 4.62948
H 3.98839 -0.67998 4.50113
C 0.09762 -8.25700 2.70487
C 0.57043 -6.91089 3.30853
C -0.62982 -6.06374 3.60222
O -0.32370 -4.88078 4.31311
C -1.37499 -3.93754 4.38768
N 1.41748 -7.22843 4.49334
H -0.04546 -8.31039 1.57652
H -0.87882 -8.42564 3.17645
H 0.79331 -9.08181 2.91836
H 1.21239 -6.32414 2.57487
H -1.40613 -6.68552 4.07809
H -0.97203 -5.72457 2.59771
H -2.29976 -4.37263 4.80099
H -1.75463 -3.62368 3.36055
H -0.98238 -3.08523 5.04538
H 1.67488 -6.40146 4.98722
H 0.86164 -7.85177 5.10715
C 3.68170 4.75799 -2.91579
C 3.30842 6.24172 -3.08133
C 1.97265 6.58258 -2.28408
O 0.87618 5.88005 -2.79723
C -0.25027 5.57076 -1.96464
N 4.39749 7.15659 -2.57056
H 3.78587 4.57100 -1.84346
H 4.57181 4.47276 -3.44004
H 2.81507 4.00251 -3.13477
H 3.21395 6.50422 -4.12101
H 1.88755 7.65550 -2.51632
H 2.13528 6.37520 -1.19195
H -0.96809 6.43375 -2.14836
H 0.01612 5.63578 -0.90161
H -0.65772 4.55113 -2.12087
H 4.50013 7.24748 -1.57594
H 4.34125 8.08833 -2.99663
C -6.45950 1.01901 -0.89325
C -5.07169 0.43958 -0.84018
C -5.07378 -0.51517 0.36139
O -3.83811 -1.26524 0.36080
C -3.96115 -2.45705 1.09107
N -4.88256 -0.31988 -2.07414
H -6.68072 1.73824 -1.69643
H -6.63714 1.58751 0.01128
H -7.12021 0.18509 -0.86734
H -4.37188 1.20446 -0.74055
H -5.91801 -1.21167 0.35608
H -5.21300 0.07117 1.32083
H -5.01274 -2.87714 0.89121
H -3.98644 -2.26370 2.19424
H -3.09592 -3.12693 0.82611
H -5.83427 -0.62071 -2.29921
H -4.25202 -1.07805 -1.95144
C 2.13919 -5.02738 -0.02614
C 1.05749 -6.03061 -0.19997
O -0.20768 -5.57560 0.11745
H 3.10488 -5.43089 -0.46336
H 2.34011 -4.75239 0.98619
H 1.86678 -4.20708 -0.65091
H 1.28515 -6.97958 0.35567
H 1.02438 -6.27951 -1.27626
H -0.41486 -4.76231 -0.30401
C 6.68521 -2.86659 -0.22909
C 5.91291 -2.27609 -1.41268
O 6.00389 -3.22343 -2.47824
H 7.77177 -3.09049 -0.49203
H 6.17326 -3.77159 0.01924
H 6.66457 -2.26912 0.67239
H 6.38187 -1.31116 -1.74923
H 4.85087 -2.14494 -1.21241
H 5.22924 -3.02935 -3.05206
C -4.72309 4.13411 -2.79434
C -3.42010 4.24290 -2.00707
O -3.42883 3.35061 -0.88827
H -5.66584 4.32435 -2.26010
H -4.82667 3.11265 -3.19698
H -4.54772 4.82509 -3.61216
H -3.15356 5.24831 -1.68881
H -2.64155 3.90972 -2.72753
H -2.61850 3.38852 -0.42634
C -2.14001 -3.94616 -2.44025
C -1.16591 -2.88665 -2.01758
O -0.75556 -3.10767 -0.70098
H -2.88965 -3.98383 -1.63041
H -1.65103 -4.87859 -2.69312
H -2.53314 -3.54864 -3.38386
H -1.67734 -1.88166 -2.05659
H -0.31835 -2.95636 -2.67201
H -0.28252 -2.26106 -0.37184
C 1.15922 -1.10087 -4.09974
C 2.44086 -1.89226 -4.43263
O 2.68013 -2.80184 -3.37526
H 1.09778 -0.16839 -4.73433
H 1.18260 -0.86111 -3.01462
H 0.29487 -1.67981 -4.37369
H 3.27609 -1.16315 -4.51381
H 2.25656 -2.40538 -5.38994
H 1.93823 -2.80906 -2.77000
C -2.15793 0.93034 -4.51492
C -1.58855 1.10177 -3.09984
O -0.58092 2.10089 -3.01619
H -1.39348 0.74239 -5.21743
H -2.78968 1.80728 -4.76044
H -2.78019 0.01304 -4.53922
H -1.12595 0.17929 -2.67821
H -2.39003 1.43513 -2.43032
H -0.10017 2.21090 -3.83370
C -3.81229 3.29704 3.30135
C -3.63834 4.44011 2.35576
O -2.36977 4.32650 1.72621
H -3.40928 3.46426 4.30023
H -3.35937 2.39379 2.87500
H -4.87780 3.08567 3.41378
H -3.78657 5.43742 2.83891
H -4.33665 4.24642 1.52823
H -1.74348 4.03040 2.41516
C -1.00113 1.40407 0.25318
C -0.51656 0.12083 0.82758
O 0.08293 -0.74827 -0.12087
H -1.90163 1.17536 -0.36470
H -0.34258 1.92604 -0.41621
H -1.31348 2.15385 0.99233
H -1.36846 -0.44922 1.24499
H 0.25215 0.37706 1.65989
H 0.90586 -0.33744 -0.44439
C -8.79224 -3.35963 -0.49511
C -8.79384 -2.84644 0.91647
O -10.13838 -2.48565 1.31725
H -9.08194 -4.41995 -0.50434
H -7.75353 -3.22127 -0.78906
H -9.45067 -2.74934 -1.15616
H -8.16659 -1.99697 1.00585
H -8.40693 -3.49180 1.68486
H -10.09116 -2.08097 2.17060
*
```